No. 1
Here is a cluster of 3 separate species, C3H11IN3O in total from OMol25. Energies are from wB97M-V/def2-TZVPD.

Calculated values
Gap between HOMO and LUMO = 9.320 eV
Net charge = +1
M = 232.0 g mol⁻¹
LUMO = -3.70 eV

Atoms and positions in Å:
C: 3.2651 -0.0590 0.4159
C: -3.2264 -0.7532 -0.1309
C: 0.8130 -0.4408 -1.3438
N: -2.4262 1.0900 0.9378
N: -2.4070 0.2578 -0.0904
N: 1.8810 0.4414 0.3219
O: -0.1990 0.2439 -1.4415
I: 0.6474 -2.3295 -0.5037
H: 3.6206 -0.2598 -0.6721
H: 4.0710 0.6663 0.6422
H: 3.2526 -0.9889 0.9836
H: -3.1952 -1.6513 -0.6403
H: -4.1485 -0.6250 0.5898
H: 1.6074 -0.1909 -1.9511
H: -1.9479 1.9848 0.7693
H: -3.1399 0.9395 1.6003
H: -1.3735 0.1748 -0.7082
H: 1.5392 1.3376 0.0093
H: 1.3665 0.1623 1.2119

Atoms 1-6, force components in eV/Å:
1.00 1.00 -3.22
-2.15 3.69 3.28
-1.68 0.08 1.81
1.60 1.72 -0.68
0.84 -3.83 -1.37
-1.37 -1.70 1.87

***

No. 2
Here is a structure of composition C8H20BCsO2 from OMol25. Energies are from wB97M-V/def2-TZVPD.

Calculated values
Gap between HOMO and LUMO = 7.995 eV
M = 292.0 g mol⁻¹
LUMO = -0.26 eV

Atoms and positions in Å:
Cs: 30.8472 -29.1576 18.0684
B: 31.0533 -28.9535 14.8771
H: 31.0114 -29.0054 13.8001
H: 32.0893 -28.8548 15.1622
H: 30.4462 -28.1557 15.2760
H: 30.7310 -29.8823 15.3218
C: 28.4335 -24.7439 18.3814
C: 29.3737 -24.3723 17.2334
C: 30.1564 -25.6636 16.9747
O: 30.1368 -26.3060 18.2796
C: 29.3677 -25.5858 19.2249
H: 27.6097 -25.3713 18.0409
H: 28.0432 -23.8835 18.9250
H: 30.0654 -23.6247 17.6219
H: 28.8576 -23.8928 16.4017
H: 31.1418 -25.4722 16.5498
H: 29.5937 -26.2424 16.2423
H: 30.0517 -24.9481 19.7849
H: 28.9095 -26.3126 19.8956
C: 32.9018 -25.9423 21.2810
C: 34.1681 -26.0730 20.4776
C: 33.6821 -27.0143 19.3707
O: 32.6950 -27.8415 19.9616
C: 32.1787 -27.3201 21.1864
H: 32.2152 -25.1911 20.8906
H: 33.0818 -25.6804 22.3236
H: 34.9864 -26.4064 21.1158
H: 34.4781 -25.1337 20.0197
H: 34.4463 -27.6188 18.8822
H: 33.2080 -26.3601 18.6390
H: 32.5228 -27.9406 22.0139
H: 31.0994 -27.2246 21.3048

Atoms 1-6, force components in eV/Å:
-0.01 -0.17 -0.57
-0.02 0.02 -0.18
-0.34 -0.16 -4.04
4.29 0.72 1.37
-2.43 3.34 1.61
-1.56 -3.96 1.70

***

No. 3
Here is a cluster of 2 separate species, C4H10O in total from OMol25. Energies are from wB97M-V/def2-TZVPD.

Calculated values
Gap between HOMO and LUMO = 9.885 eV
Energy above the lowest of the compared OMol25 structures with the same formula, charge and spin = 1.341 eV
M = 74.1 g mol⁻¹
Structure (SMILES) = C=C(C)C.O
LUMO = 0.90 eV

Atoms and positions in Å:
C: 0.1361 1.4265 0.3731
C: 0.1785 0.2401 -0.2555
C: 1.3898 -0.6480 -0.1800
C: -0.8881 -0.1598 -1.2409
H: -0.6829 2.1196 0.2044
H: 0.9825 1.7664 0.9631
H: 1.9117 -0.5433 0.7753
H: 1.1695 -1.7103 -0.3346
H: 2.0585 -0.3139 -0.9803
H: -0.5445 0.2190 -2.2089
H: -1.0311 -1.2435 -1.3367
H: -1.8548 0.3081 -1.0236
O: -0.8059 -0.7846 1.6058
H: -0.6407 0.1910 1.5160
H: -1.6938 -0.9416 1.2635

Atoms 1-6, force components in eV/Å:
0.44 0.23 -0.83
0.41 0.73 -0.56
0.12 0.07 -0.06
0.02 0.11 -0.11
0.05 -0.06 0.09
-0.15 -0.02 0.04

***

No. 4
Here is an isolated molecule of C4H8O3 from OMol25. Energies are from wB97M-V/def2-TZVPD.

Calculated values
Gap between HOMO and LUMO = 11.152 eV
Energy above the lowest of the compared OMol25 structures with the same formula, charge and spin = 0.949 eV
M = 104.1 g mol⁻¹
Structure (SMILES) = CC(C)OC(=O)O
LUMO = 0.71 eV

Atoms and positions in Å:
C: -0.6512 -0.7421 -1.3381
C: 0.4897 -0.3254 -0.4519
C: 0.8284 -1.2421 0.6891
O: 0.4767 1.3434 0.0122
C: -0.6100 1.5288 0.7183
O: -1.4081 0.6380 0.9984
O: -0.6468 2.7529 1.2861
H: -1.5077 -1.1080 -0.7708
H: -0.3030 -1.5476 -1.9979
H: -0.9827 0.0892 -1.9642
H: 1.3761 -0.1438 -1.0582
H: 1.5435 -0.7705 1.3674
H: 1.2970 -2.1483 0.2838
H: -0.0485 -1.5347 1.2674
H: 0.1468 3.2101 0.9583

Atoms 1-6, force components in eV/Å:
-0.47 0.32 0.15
1.33 1.86 -0.46
-0.17 0.33 0.54
-0.38 -3.01 -1.09
-0.82 -1.68 1.91
0.50 1.87 -0.42

***

No. 5
Here is a cluster of 2 separate species, CH5NO4S in total from OMol25. Energies are from wB97M-V/def2-TZVPD.

Calculated values
Gap between HOMO and LUMO = 11.220 eV
Energy above the lowest of the compared OMol25 structures with the same formula, charge and spin = 0.133 eV
M = 127.1 g mol⁻¹
LUMO = 0.81 eV

Atoms and positions in Å:
C: 0.6576 1.4197 0.7627
N: 1.1557 0.0994 0.7791
O: -2.1888 0.1447 -0.6639
O: -0.7069 -1.7467 0.0667
O: -2.4900 -1.9560 -1.7032
O: -0.4460 1.7142 0.3947
S: -2.1202 -1.3750 -0.2243
H: 1.4540 2.1927 1.0491
H: 2.0589 -0.1235 1.1808
H: -1.4985 0.8392 -0.4413
H: 0.5611 -0.6651 0.5799
H: -1.6864 -1.9510 -2.1178

Atoms 1-6, force components in eV/Å:
3.33 -2.36 0.37
0.45 3.33 0.62
-0.27 0.19 -0.34
-1.62 0.20 -0.78
-2.86 -0.23 2.60
-0.99 0.75 -0.34

***

| no. | maximum force (Eh/bohr) | highest occupied orbital energy (Ha) |
| --- | --- | --- |
| 1 | 0.10478 | -0.478 |
| 2 | 0.08920 | -0.303 |
| 3 | 0.02796 | -0.330 |
| 4 | 0.06263 | -0.384 |
| 5 | 0.08395 | -0.383 |